Run P
ORCA calculation (ωB97M-V/def2-TZVPD) on a structure of composition C25H46N2O5RuSi4Te.

```
84
Properties=species:S:1:pos:R:3:mulliken_charge:R:1
Ru -2.06192 0.57261 -0.35430 0.711
C -4.79927 3.14113 -2.05995 -1.408
C -4.33990 1.77622 -1.63607 1.549
O -3.08814 1.56125 -1.81116 -0.801
C -5.24061 0.85918 -1.11574 -1.674
C -4.86890 -0.47015 -0.77447 1.331
C -5.93417 -1.51897 -0.62833 -1.482
N -3.61120 -0.77214 -0.62705 0.286
N -3.28673 -2.09581 -0.40903 -0.799
C -2.02539 -2.21581 -0.16856 0.534
O -1.16416 -1.22012 -0.21011 -0.340
C -1.51198 -3.56400 0.18223 0.033
C -0.18659 -3.71396 0.56144 1.130
C 0.30860 -4.96134 0.91319 -0.815
C -0.52125 -6.07126 0.88648 -0.514
C -1.85227 -5.92586 0.51078 -0.589
C -2.34728 -4.68080 0.16390 -0.504
H -4.40956 3.85066 -1.32617 0.325
H -5.88418 3.22179 -2.10767 0.376
H -4.35958 3.38658 -3.02634 0.330
H -6.28780 1.12119 -1.07597 0.245
H -6.90381 -1.04513 -0.48523 0.418
H -5.71067 -2.19050 0.19830 0.349
H -5.97694 -2.12891 -1.53253 0.291
H 0.44084 -2.83956 0.58098 -0.425
H 1.34623 -5.06226 1.20832 0.389
H -0.13665 -7.04655 1.15853 0.381
H -2.50669 -6.78872 0.49158 0.392
H -3.38088 -4.55389 -0.12710 0.451
C -1.42645 1.29698 3.10142 -1.289
C -2.88025 1.29606 2.66123 1.777
C -3.83085 1.35512 3.84402 -2.105
O -3.07728 0.06026 1.94792 -0.457
C -3.11421 2.48135 1.69859 0.208
O -3.66890 3.49125 2.10703 -0.743
O -2.65696 2.34000 0.50129 -0.431
H -1.24913 0.47515 3.79790 0.463
H -1.19151 2.24130 3.59499 0.474
H -0.76952 1.18900 2.23630 -0.234
H -3.62421 0.52531 4.52237 0.416
H -4.86790 1.29368 3.50603 0.480
H -3.71863 2.30160 4.36814 0.369
H -4.00153 0.02519 1.66994 0.254
C 3.31223 3.23707 -2.95811 -1.022
Si 3.71209 2.67348 -1.20580 0.475
C 3.41726 4.12515 -0.04173 -1.092
C 5.57004 2.32079 -1.15157 -1.076
Si 2.34243 0.83873 -0.62987 0.009
Te 0.12890 1.97447 -0.75273 -0.667
Si 2.84574 0.20194 1.56274 0.421
C 2.52576 1.64957 2.72136 -0.845
C 4.64707 -0.33304 1.75429 -1.159
C 1.76128 -1.22279 2.13953 -0.484
Si 2.63563 -0.78527 -2.29218 0.527
C 1.82403 -0.17931 -3.87476 -1.009
C 1.86117 -2.43753 -1.84857 -0.644
C 4.46696 -1.10547 -2.63085 -1.059
H 3.79489 4.19781 -3.16125 0.408
H 2.23609 3.35411 -3.09511 0.298
H 3.67562 2.51817 -3.69548 0.241
H 3.85221 5.03191 -0.47355 0.388
H 3.89267 3.95924 0.92675 0.278
H 2.35238 4.29534 0.12155 0.280
H 6.10897 3.25452 -1.34302 0.373
H 5.88019 1.59747 -1.90703 0.255
H 5.89142 1.94867 -0.17694 0.268
H 3.14197 2.51610 2.47873 0.242
H 2.74278 1.35397 3.75244 0.372
H 1.48144 1.96080 2.66173 0.132
H 5.33870 0.44828 1.43356 0.245
H 4.85773 -1.22815 1.16443 0.270
H 4.86242 -0.56353 2.80193 0.379
H 0.71047 -1.03310 1.90383 -0.051
H 1.85467 -1.35064 3.22238 0.512
H 2.05227 -2.16218 1.66838 0.094
H 0.76922 0.03626 -3.69571 0.213
H 1.89820 -0.94464 -4.65341 0.372
H 2.28863 0.73458 -4.24729 0.229
H 0.77954 -2.34488 -1.74284 -0.054
H 2.26034 -2.83648 -0.91425 0.152
H 2.07051 -3.16557 -2.63887 0.520
H 4.98098 -0.19939 -2.95698 0.210
H 4.57401 -1.85428 -3.42134 0.366
H 4.97925 -1.47928 -1.74155 0.285
```

Its net charge is -1. The expectation value of S² is 0.7588. As for the LUMO energy (alpha / beta): 2.6 / 2.6 eV. The HOMO-LUMO gap (alpha / beta) comes out at 6.791 / 6.845 eV. As for the multiplicity: 2.

Run Q
ORCA calculation (ωB97M-V/def2-TZVPD) on a structure of composition C25H46N2O5RuSi4Te.

```
84
Properties=species:S:1:pos:R:3:mulliken_charge:R:1
Ru -0.24926 0.67897 -0.36335 0.773
C -2.27319 4.18536 0.97413 -1.520
C -1.95443 2.71808 0.81720 0.481
O -0.85237 2.48221 0.19016 -0.599
C -2.79429 1.78647 1.38735 -0.916
C -2.61616 0.37330 1.41826 1.064
C -3.48426 -0.44327 2.33513 -1.227
N -1.68238 -0.20726 0.71879 0.479
N -1.53366 -1.58465 0.87759 -0.644
C -0.43721 -1.99364 0.32797 0.456
O 0.45016 -1.19707 -0.21252 -1.232
C -0.14395 -3.44840 0.30512 0.755
C -1.04224 -4.36724 0.84457 -0.426
C -0.76406 -5.72274 0.79663 -0.731
C 0.41144 -6.17459 0.20818 -0.368
C 1.30553 -5.26266 -0.33257 -0.757
C 1.03014 -3.90337 -0.28612 -0.264
H -1.68554 4.75789 0.25981 0.341
H -2.01844 4.51940 1.98176 0.398
H -3.33411 4.37307 0.80962 0.374
H -3.65089 2.17437 1.92303 0.348
H -4.29854 0.16541 2.72349 0.354
H -2.88683 -0.80762 3.17308 0.413
H -3.88498 -1.31766 1.82575 0.198
H -1.95641 -4.00174 1.29252 0.403
H -1.46793 -6.43136 1.21535 0.387
H 0.62618 -7.23543 0.16885 0.369
H 2.22014 -5.60827 -0.79763 0.411
H 1.71744 -3.18559 -0.71344 0.407
C 3.73955 0.29577 -3.53434 -1.888
C 2.94484 0.00895 -2.26929 2.054
C 3.76431 -0.83593 -1.29067 -1.576
O 1.80474 -0.71734 -2.69684 -0.479
C 2.62490 1.35342 -1.55491 0.159
O 3.56072 2.13630 -1.42340 -0.732
O 1.44046 1.58443 -1.11429 -0.522
H 4.02488 -0.64890 -4.00265 0.423
H 4.62515 0.88015 -3.29769 0.358
H 3.12173 0.85710 -4.23656 0.399
H 4.05257 -1.77256 -1.77448 0.324
H 3.16757 -1.06836 -0.40477 0.278
H 4.65639 -0.29480 -0.97606 0.426
H 1.29556 -0.99270 -1.92118 0.159
C -2.52814 -0.48379 -6.07453 -1.040
Si -3.82941 -1.14986 -4.89317 0.276
C -3.43353 -2.94575 -4.50067 -1.061
C -5.48242 -1.06614 -5.80147 -0.984
Si -3.87424 0.06849 -2.89161 0.213
Te -1.39827 0.48589 -2.64481 -0.091
Si -5.30257 -1.05317 -1.41534 0.465
C -4.55363 -2.60673 -0.67927 -0.375
C -6.81967 -1.58499 -2.40775 -1.169
C -5.93849 0.12299 -0.09095 -0.650
Si -4.76243 2.19792 -3.27997 0.080
C -3.99600 2.94488 -4.82717 -1.127
C -4.36540 3.30193 -1.81507 -0.814
C -6.63677 2.17580 -3.53234 -1.006
H -2.51970 -1.08775 -6.98723 0.350
H -1.53118 -0.52121 -5.63326 0.292
H -2.73441 0.55153 -6.35421 0.249
H -3.27979 -3.52113 -5.41788 0.384
H -4.24037 -3.41855 -3.93561 0.247
H -2.52154 -3.00840 -3.90274 0.276
H -5.41440 -1.61800 -6.74371 0.395
H -5.74208 -0.03168 -6.04051 0.216
H -6.30248 -1.48980 -5.21849 0.292
H -4.39686 -3.34807 -1.46693 0.344
H -5.22431 -3.04674 0.06609 0.403
H -3.58728 -2.41575 -0.20598 -0.373
H -6.57154 -2.37765 -3.11778 0.227
H -7.26246 -0.75693 -2.96413 0.289
H -7.57877 -1.97589 -1.72277 0.425
H -5.13001 0.65093 0.41169 -0.183
H -6.52273 -0.42093 0.65734 0.385
H -6.58890 0.87493 -0.54405 0.341
H -2.90588 2.90986 -4.77435 0.323
H -4.29961 3.98991 -4.93674 0.390
H -4.31181 2.40563 -5.72405 0.233
H -3.28517 3.33240 -1.65708 0.042
H -4.82467 2.92426 -0.89875 0.230
H -4.72031 4.32247 -1.98776 0.488
H -6.92181 1.51118 -4.35173 0.243
H -7.00025 3.17930 -3.77248 0.392
H -7.15751 1.83842 -2.63413 0.273
```

Its net charge is -1. The expectation value of S² is 0.7663. As for the LUMO energy (alpha / beta): 2.2 / 2.2 eV. The HOMO-LUMO gap (alpha / beta) comes out at 6.750 / 6.734 eV. As for the multiplicity: 2.

Name the least stable of them. run P.

Run P
ORCA calculation (ωB97M-V/def2-TZVPD) on an isolated molecule of C7H12N4O.

```
24
Properties=species:S:1:pos:R:3:mulliken_charge:R:1
O 3.09519 -3.41904 0.14699 -0.567
C 2.72726 -2.28174 0.24980 0.378
N 3.23841 -1.30344 1.13177 -0.480
C 2.65087 -0.21290 0.95271 -0.003
N 1.61267 -0.31370 -0.25411 -0.388
N 0.39308 0.28598 -0.07723 0.296
C -0.22704 0.67622 -1.33449 -0.618
C -1.34531 1.66918 -1.03453 -0.622
C -2.37051 1.02471 -0.10697 -0.671
C -1.67186 0.54528 1.16191 -0.727
C -0.53628 -0.40676 0.80432 -0.615
N 1.71416 -1.69812 -0.47599 -0.112
H 2.76534 0.73619 1.42655 0.455
H -0.64109 -0.19313 -1.87395 0.292
H 0.54512 1.13632 -1.95498 0.443
H -1.81452 1.98376 -1.96750 0.352
H -0.91561 2.54707 -0.55015 0.306
H -3.15637 1.73805 0.14272 0.303
H -2.83454 0.17379 -0.61131 0.338
H -1.25669 1.40201 1.69425 0.320
H -2.37650 0.03570 1.82059 0.359
H 0.00898 -0.70736 1.70318 0.459
H -0.94488 -1.31347 0.32673 0.301
H 1.34010 -2.10461 -1.32032 0.200
```

As for the LUMO energy: 0.7 eV. The HOMO-LUMO gap comes out at 9.680 eV. Its SMILES is O=c1ncn(N2CCCCC2)[nH]1.

Run Q
ORCA calculation (ωB97M-V/def2-TZVPD) on a cluster of 2 separate species, C7H12N4O in total.

```
24
Properties=species:S:1:pos:R:3:mulliken_charge:R:1
H 2.35405 0.44293 2.54563 0.260
N 3.07550 0.64786 1.85370 -0.732
C 2.78318 0.06988 0.77621 0.669
C 3.51492 0.05575 -0.44077 -0.396
C 3.01296 -0.86263 -1.25019 -0.386
N 1.98733 -1.58716 -0.57755 -0.224
O 1.71294 -0.80596 0.58381 -0.217
H 4.36323 0.73976 -0.47924 0.392
H 3.28412 -1.12280 -2.26599 0.383
H 1.10270 -1.58126 -1.09707 0.288
H -3.91228 -1.34589 -0.02930 0.236
N -3.35247 -1.91150 0.60463 -0.739
C -2.19284 -1.34057 0.78022 0.211
N -1.83285 -0.16748 0.22298 0.005
C -0.64526 0.69277 0.20003 -0.002
C -1.52496 1.77270 -0.46382 -0.380
C -2.68719 0.75602 -0.46239 -0.839
H -1.39708 -1.91554 1.27532 0.373
H 0.18071 0.31800 -0.40874 -0.214
H -0.28143 0.92199 1.22140 0.141
H -1.21411 2.08686 -1.46178 0.281
H -1.73439 2.63201 0.19435 0.235
H -3.54896 1.07897 0.13727 0.343
H -3.04782 0.42528 -1.45869 0.312
```

As for the LUMO energy: 0.5 eV. The HOMO-LUMO gap comes out at 9.056 eV. Its SMILES is [H]/N=c1/cc[nH]o1.[H]/N=C\N1CCC1.

Name the least stable of them. run Q.

Run P
ORCA calculation (ωB97M-V/def2-TZVPD) on a structure of composition C2H3N5O.

```
11
Properties=species:S:1:pos:R:3:mulliken_charge:R:1
C -0.91001 -0.38336 0.11840 0.631
C 1.39548 -0.32121 -0.01787 0.465
H -2.75755 -0.27228 -0.84177 0.463
H 2.51905 -1.79718 -0.21714 0.285
H -1.65898 1.57892 0.90995 0.338
N 0.20972 -1.06708 0.14175 -0.490
N 2.59015 -0.78992 -0.02602 -0.552
N 1.34760 1.20416 0.04971 -0.120
N 0.20782 1.75394 0.03352 -0.309
N -0.84258 1.00527 -0.19486 -0.135
O -2.10069 -0.91127 0.04432 -0.576
```

As for the LUMO energy: -1.1 eV. The HOMO-LUMO gap comes out at 8.576 eV.

Run Q
ORCA calculation (ωB97M-V/def2-TZVPD) on an isolated molecule of C2H3N5O.

```
11
Properties=species:S:1:pos:R:3:mulliken_charge:R:1
H 1.31570 -2.88754 -1.28442 0.255
N 0.69987 -2.43865 -0.55244 -0.466
C 0.34329 -1.23435 -0.32330 0.386
N -0.31446 -1.07542 0.97533 -0.247
N -0.80334 0.11168 1.08359 -0.127
C -0.37317 1.20152 0.26556 0.750
N -1.10709 2.33482 0.18420 -0.573
H -2.12164 2.24704 0.72752 0.300
O 0.95100 1.07692 -0.18810 -0.305
N 0.42398 -0.04335 -1.08641 -0.255
H 1.08447 -0.00137 -1.82183 0.283
```

As for the LUMO energy: -1.5 eV. The HOMO-LUMO gap comes out at 8.496 eV. Its SMILES is [H]/N=c1/nn/c(=N\[H])o[nH]1.

Name the least stable of them. run P.

Run P
ORCA calculation (ωB97M-V/def2-TZVPD) on a structure of composition C6H3N.

```
10
Properties=species:S:1:pos:R:3:mulliken_charge:R:1
C 1.67404 1.97664 2.60281 0.118
C 1.64513 2.02328 4.07307 -0.689
C 1.36643 1.37563 1.54782 -0.006
C 0.87564 1.13353 3.58369 0.263
C 0.42597 0.35344 1.31358 0.821
C -0.11239 0.01677 -0.06695 -0.972
N 0.00263 -0.16885 2.40535 -0.438
H -0.73153 -0.85430 0.13553 0.316
H 0.74579 -0.20068 -0.77772 0.312
H -0.74973 0.87670 -0.33878 0.276
```

As for the LUMO energy: -1.0 eV. The HOMO-LUMO gap comes out at 8.580 eV.

Run Q
ORCA calculation (ωB97M-V/def2-TZVPD) on a structure of composition C6H3N.

```
10
Properties=species:S:1:pos:R:3:mulliken_charge:R:1
C 0.21999 0.00810 0.04590 0.014
C -0.59653 1.13553 -0.07464 -0.806
C -0.51420 -1.21591 0.12571 -0.934
C -1.91344 0.62593 0.00263 0.635
C -1.82160 -0.89068 -0.01245 0.621
C -3.31356 -0.70722 -0.30308 -0.422
N -3.21709 0.60342 0.27757 -0.328
H 1.22118 0.17729 0.02098 0.493
H -0.39526 2.20722 -0.25094 0.365
H -0.24828 -2.25999 0.33672 0.362
```

As for the LUMO energy: -1.2 eV. The HOMO-LUMO gap comes out at 7.648 eV.

Name the least stable of them. run P.

Run P
ORCA calculation (ωB97M-V/def2-TZVPD) on a cluster of 5 separate species, C5H10Cl10 in total.

```
25
Properties=species:S:1:pos:R:3:mulliken_charge:R:1
Cl -0.23323 1.19776 0.98538 -0.131
C -0.35102 0.32945 -0.56976 -0.432
Cl 1.15347 0.63208 -1.51581 -0.085
H -0.37625 -0.74807 -0.40726 0.309
H -1.23313 0.77592 -1.02871 0.346
Cl 0.53419 2.16452 4.47088 -0.165
C -0.65551 0.82488 4.58989 -0.050
Cl -2.28683 1.46215 4.73087 -0.142
H -0.60030 0.22377 3.68229 0.035
H -0.25921 0.19226 5.38414 0.325
Cl -2.34310 -3.64384 3.51456 -0.149
C -3.10370 -2.06820 3.19517 -0.254
Cl -2.20733 -1.33324 1.76370 -0.109
H -4.15901 -2.25937 3.00053 0.314
H -3.12639 -1.40751 4.06181 0.186
Cl 0.20622 -0.39034 -6.19692 -0.154
C -0.95798 -0.73245 -4.93686 -0.240
Cl -1.39833 0.68323 -4.01985 -0.135
H -1.86468 -1.11657 -5.40425 0.304
H -0.52870 -1.53577 -4.33810 0.232
Cl 4.81258 -0.20219 -1.51418 -0.136
C 4.69584 1.36350 -2.36141 -0.081
Cl 5.41728 2.60495 -1.26681 -0.162
H 5.21539 1.34650 -3.31947 0.292
H 3.64972 1.63658 -2.49983 0.086
```

As for the LUMO energy: 0.4 eV. The HOMO-LUMO gap comes out at 11.232 eV. Its SMILES is ClCCl.ClCCl.ClCCl.ClCCl.ClCCl.

Run Q
ORCA calculation (ωB97M-V/def2-TZVPD) on a cluster of 5 separate species, C5H10Cl10 in total.

```
25
Properties=species:S:1:pos:R:3:mulliken_charge:R:1
Cl 21.08489 21.07829 -5.72820 -0.145
C 20.79457 19.74132 -6.83110 -0.213
Cl 20.58894 18.26224 -5.81437 -0.154
H 19.93426 20.06033 -7.41948 0.261
H 21.61653 19.59645 -7.53217 0.250
Cl 17.48671 14.94090 -12.50852 -0.138
C 16.72193 16.16457 -11.47968 -0.209
Cl 15.24628 16.74434 -12.26054 -0.156
H 16.50068 15.80956 -10.47314 0.285
H 17.42482 16.99424 -11.40419 0.216
Cl 18.52061 8.62156 -13.05630 -0.129
C 18.98674 9.24986 -11.50494 -0.291
Cl 20.31046 10.42812 -11.41750 -0.129
H 18.10801 9.71379 -11.05695 0.257
H 19.13180 8.48368 -10.74334 0.292
Cl 26.00817 14.11966 -7.71097 -0.136
C 26.44550 15.11060 -6.36427 -0.229
Cl 28.07997 14.78087 -5.80173 -0.150
H 26.50301 16.12512 -6.75866 0.228
H 25.72171 15.07383 -5.55010 0.288
Cl 22.65953 15.95211 -13.07795 -0.140
C 22.68961 15.44773 -11.40272 -0.144
Cl 21.51903 16.53978 -10.55256 -0.153
H 22.32636 14.42395 -11.31308 0.181
H 23.69751 15.51634 -10.99341 0.257
```

As for the LUMO energy: 0.3 eV. The HOMO-LUMO gap comes out at 11.160 eV. Its SMILES is ClCCl.ClCCl.ClCCl.ClCCl.ClCCl.

Name the least stable of them. run Q.